No. 1
DFT (ωB97M-V/def2-TZVPD) results for C10H18ClIN2OPTc as an isolated structure.

Positions of all 35 atoms, in Å:
C -1.144 0.422 -1.517
I 1.858 -0.974 2.194
H -0.802 1.387 -1.897
H -2.173 0.510 -1.160
H -1.134 -0.312 -2.326
Tc 0.171 -0.153 0.066
P 1.611 -1.329 -1.396
C 1.270 -3.121 -1.484
C 1.606 -0.774 -3.139
H 3.598 -0.218 -0.612
H 3.991 -1.506 -1.803
H 3.555 -1.920 -0.108
C 3.373 -1.235 -0.940
H 1.740 0.311 -3.161
H 2.422 -1.255 -3.689
H 1.975 -3.621 -2.156
H 0.249 -3.289 -1.837
H 0.655 -1.022 -3.618
H 1.366 -3.532 -0.474
C -0.876 -1.623 0.429
O -1.553 -2.541 0.636
Cl 1.473 1.804 -0.490
N -1.304 3.056 0.217
C -1.497 2.176 1.314
C -2.278 2.710 2.361
C -2.536 1.979 3.503
C -2.018 0.710 3.615
C -1.253 0.186 2.578
N -0.975 0.878 1.414
H -0.720 2.883 -0.585
H -1.739 3.991 0.225
H -2.686 3.711 2.291
H -3.133 2.400 4.303
H -2.207 0.123 4.505
H -0.886 -0.812 2.741

## Properties
- net charge = +3
- F_max (Eh/bohr) = 0.175
- ⟨S²⟩ = 3.8145
- spin multiplicity = 4
- gap between HOMO and LUMO (alpha / beta) (eV) = 4.67 / 4.35



No. 2
DFT (ωB97M-V/def2-TZVPD) results for a 8-piece molecular cluster, C39H63ClNO23 overall.

Positions of all 127 atoms, in Å:
C 3.684 -0.759 -5.873
C 2.706 0.196 -6.233
C 2.362 1.273 -5.161
C 3.752 2.029 -4.819
C 3.419 3.470 -4.299
Cl 4.984 4.146 -3.614
N 2.968 4.276 -5.466
C 1.964 3.576 -6.332
C 1.280 2.332 -5.604
O 0.325 1.873 -6.521
C -0.505 0.804 -6.024
C -1.397 1.153 -4.771
O -2.785 0.947 -5.095
C -3.578 1.171 -3.915
C -4.248 2.602 -3.879
H 3.408 -1.822 -5.690
H 4.756 -0.471 -5.739
H 2.191 0.140 -7.217
H 2.011 0.813 -4.203
H 4.412 2.084 -5.728
H 4.271 1.451 -4.025
H 2.683 3.473 -3.456
H 2.612 5.169 -5.095
H 3.773 4.544 -6.053
H 1.124 4.308 -6.489
H 2.339 3.324 -7.350
H 0.835 2.763 -4.660
H -1.214 0.560 -6.860
H 0.054 -0.144 -5.811
H -1.236 2.169 -4.332
H -1.151 0.388 -3.977
H -3.029 1.015 -2.948
H -4.407 0.412 -3.902
H -4.110 2.996 -2.832
H -3.783 3.323 -4.591
H -5.344 2.488 -4.023
C -7.304 6.365 -8.091
C -6.372 5.821 -7.032
C -6.104 4.348 -7.143
O -5.782 3.999 -5.793
C -6.443 4.895 -4.994
O -6.577 4.820 -3.802
O -6.955 5.912 -5.737
H -6.817 6.381 -9.067
H -8.211 5.761 -8.164
H -7.619 7.378 -7.838
H -5.441 6.399 -7.020
H -5.273 4.121 -7.810
H -6.979 3.768 -7.449
C 4.854 -6.464 -2.426
C 4.623 -5.156 -3.148
C 4.287 -5.306 -4.603
O 4.735 -4.059 -5.145
C 5.747 -3.627 -4.338
O 6.470 -2.714 -4.591
O 5.822 -4.377 -3.209
H 3.919 -7.010 -2.299
H 5.556 -7.097 -2.973
H 5.293 -6.284 -1.443
H 3.867 -4.565 -2.619
H 3.220 -5.444 -4.777
H 4.838 -6.112 -5.095
C -5.534 6.015 -0.942
C -4.900 5.337 0.264
C -4.274 6.291 1.243
O -3.296 5.472 1.871
C -2.934 4.523 0.989
O -2.004 3.789 1.166
O -3.763 4.516 -0.099
H -6.441 6.544 -0.645
H -4.849 6.729 -1.405
H -5.788 5.291 -1.711
H -5.635 4.684 0.746
H -4.984 6.670 1.976
H -3.768 7.133 0.763
C 3.733 -1.121 4.681
C 4.032 -1.111 3.214
C 3.688 0.177 2.529
O 3.453 -0.258 1.187
C 3.036 -1.555 1.267
O 2.581 -2.168 0.359
O 3.205 -2.045 2.511
H 4.426 -0.479 5.227
H 2.714 -0.780 4.878
H 3.807 -2.134 5.079
H 5.076 -1.393 3.039
H 4.496 0.906 2.568
H 2.770 0.638 2.907
C -0.315 -4.633 6.499
C 0.471 -3.622 7.303
C 0.564 -2.269 6.662
O 1.784 -1.758 7.221
C 2.561 -2.842 7.511
O 3.711 -2.783 7.819
O 1.855 -3.995 7.399
H -1.379 -4.394 6.510
H 0.026 -4.662 5.462
H -0.175 -5.636 6.904
H 0.071 -3.560 8.321
H -0.287 -1.618 6.913
H 0.674 -2.312 5.573
C -1.892 2.520 3.817
C -1.288 1.249 4.379
C -1.774 -0.011 3.721
O -1.601 -0.980 4.770
C -1.705 -0.300 5.948
O -1.798 -0.825 7.034
O -1.697 1.038 5.740
H -1.525 2.756 2.800
H -2.981 2.442 3.770
H -1.662 3.365 4.469
H -0.194 1.313 4.363
H -1.192 -0.279 2.840
H -2.834 0.018 3.455
C 1.749 -7.918 11.532
C 2.051 -7.908 10.051
C 1.696 -6.624 9.358
O 1.471 -7.062 8.017
C 1.066 -8.359 8.092
O 0.622 -8.976 7.179
O 1.234 -8.851 9.348
H 2.437 -7.269 12.075
H 0.727 -7.585 11.728
H 1.831 -8.931 11.931
H 3.098 -8.181 9.881
H 2.498 -5.888 9.397
H 0.773 -6.169 9.731

## Properties
- net charge = +1
- F_max (Eh/bohr) = 0.058
- spin multiplicity = 1
- gap between HOMO and LUMO (eV) = 7.39